No. 1
This record from the OMol25 dataset describes a molecular structure, C33H71Cl46O4P2 in a non-equilibrium geometry. The level of theory is the ωB97M-V functional and the def2-TZVPD basis.

Output
E_HOMO   -0.1595 Eh
Lowest unoccupied orbital energy   1.50 eV
Total energy   -638167.16376 eV
Net charge   -1

The geometry in XYZ format:
```
156
C33H71Cl46O4P2 the ωB97M-V functional and the def2-TZVPD basis
C -2.970 -3.296 -2.564
C -1.394 -3.679 -2.464
C -0.787 -3.582 -0.986
C -0.464 -2.100 -0.449
C -1.680 -1.653 0.500
C -0.046 -1.040 -1.566
O 1.000 -0.071 -1.226
P 1.315 0.788 -2.736
C 1.939 1.749 -4.297
O 1.128 2.919 -4.618
C 0.972 3.028 -6.060
O -0.344 0.644 -3.272
C -1.141 -0.345 -2.518
P -2.494 0.765 -1.797
C -3.045 2.102 -3.023
O -3.911 -0.266 -1.629
H -3.417 -3.241 -1.518
H -3.474 -4.115 -3.205
H -3.169 -2.312 -3.102
H -0.790 -3.127 -3.267
H -1.341 -4.798 -2.762
H -1.488 -4.115 -0.256
H 0.201 -4.184 -0.978
H 0.454 -2.208 0.248
H -1.598 -0.531 0.763
H -2.672 -1.862 -0.020
H -1.653 -2.217 1.504
H 0.526 -1.711 -2.323
H 1.762 -0.373 -3.486
H 2.675 0.883 -2.207
H 1.098 2.102 -2.155
H 1.875 0.995 -5.171
H 3.067 1.995 -4.192
H 1.832 2.562 -6.652
H -0.016 2.521 -6.330
H 0.896 4.125 -6.400
H -1.430 -1.061 -3.381
H -2.622 1.844 -4.050
H -2.670 3.103 -2.606
H -4.201 2.083 -3.058
H -4.634 0.069 -2.211
C 4.022 -0.716 -7.060
Cl 2.257 -0.678 -6.969
Cl 4.755 -0.028 -5.606
H 4.347 -1.750 -7.164
H 4.344 -0.139 -7.925
C 1.490 6.207 -3.817
Cl 3.183 6.260 -4.322
Cl 0.589 7.582 -4.468
H 1.041 5.282 -4.180
H 1.445 6.236 -2.729
C 1.029 -4.544 -7.286
Cl -0.055 -4.387 -5.900
Cl 2.452 -5.513 -6.878
H 0.493 -5.029 -8.101
H 1.354 -3.552 -7.596
C -0.996 -6.204 1.998
Cl -2.505 -5.317 2.240
Cl 0.205 -5.763 3.214
H -1.196 -7.271 2.072
H -0.601 -5.971 1.009
C 1.985 -1.561 2.676
Cl 1.317 -3.188 2.863
Cl 1.670 -0.587 4.118
H 3.061 -1.634 2.523
H 1.521 -1.081 1.815
C -2.666 10.010 -4.194
Cl -4.003 9.076 -4.875
Cl -2.685 11.677 -4.782
H -2.755 10.016 -3.109
H -1.726 9.543 -4.484
C 4.139 -5.983 3.787
Cl 5.326 -6.382 2.540
Cl 4.872 -5.995 5.397
H 3.737 -4.990 3.589
H 3.335 -6.717 3.760
C -0.930 -8.616 6.265
Cl -1.882 -7.540 5.235
Cl 0.612 -9.028 5.506
H -0.735 -8.117 7.214
H -1.495 -9.530 6.439
C -6.465 3.254 -1.317
Cl -7.173 1.717 -1.836
Cl -5.036 2.994 -0.312
H -6.179 3.826 -2.199
H -7.205 3.808 -0.743
C 6.455 -2.569 -3.109
Cl 6.307 -2.547 -1.348
Cl 5.297 -3.689 -3.835
H 6.266 -1.568 -3.493
H 7.464 -2.882 -3.375
C -1.375 0.838 5.858
Cl -1.556 0.888 7.618
Cl -2.506 -0.303 5.122
H -1.564 1.832 5.455
H -0.358 0.530 5.619
C 0.499 -5.272 6.953
Cl 2.183 -5.247 6.416
Cl -0.398 -3.904 6.293
H 0.034 -6.196 6.613
H 0.472 -5.224 8.041
C -5.286 0.608 7.799
Cl -5.446 0.648 9.561
Cl -6.428 -0.533 7.079
H -5.483 1.603 7.404
H -4.273 0.304 7.543
C 4.498 9.402 -3.265
Cl 2.975 10.128 -2.735
Cl 5.755 9.586 -2.036
H 4.337 8.340 -3.452
H 4.824 9.892 -4.180
C -6.564 3.590 11.309
Cl -8.329 3.618 11.397
Cl -5.841 4.299 12.759
H -6.230 2.558 11.215
H -6.244 4.161 10.439
C 3.895 -7.529 -4.137
Cl 4.646 -7.283 -5.719
Cl 2.388 -8.441 -4.279
H 4.585 -8.082 -3.501
H 3.681 -6.558 -3.693
C -3.106 -9.635 1.563
Cl -2.322 -8.786 0.225
Cl -1.927 -10.151 2.778
H -3.827 -8.967 2.032
H -3.616 -10.513 1.171
C 4.304 7.175 0.862
Cl 3.203 6.636 2.135
Cl 3.966 6.356 -0.667
H 4.184 8.248 0.721
H 5.327 6.954 1.162
C -5.410 -0.328 1.637
Cl -4.569 0.544 0.348
Cl -4.275 -0.865 2.884
H -6.148 0.332 2.092
H -5.907 -1.199 1.211
C -1.424 6.504 -7.615
Cl -2.528 5.959 -6.348
Cl -1.757 5.689 -9.149
H -1.546 7.578 -7.752
H -0.402 6.284 -7.312
C 6.138 10.377 -7.035
Cl 4.373 10.401 -6.946
Cl 6.862 11.069 -5.577
H 6.473 9.346 -7.141
H 6.457 10.959 -7.898
C -0.654 -0.060 11.462
Cl 1.040 -0.019 10.960
Cl -1.552 1.308 10.791
H -1.106 -0.986 11.109
H -0.703 -0.016 12.549
C 3.280 -1.571 7.208
Cl 1.767 -0.690 7.443
Cl 4.470 -1.141 8.444
H 3.080 -2.640 7.265
H 3.684 -1.323 6.227
```

***

No. 2
This record from the OMol25 dataset describes a molecular structure, C33H72F2N5O7S2Sr in a non-equilibrium geometry. The level of theory is the ωB97M-V functional and the def2-TZVPD basis.

Output
E_HOMO   -0.5140 Eh
Lowest unoccupied orbital energy   -10.11 eV
Total energy   -85085.28353 eV
Energy above the lowest of the compared OMol25 structures with the same formula, charge and spin   162.82 kJ/mol
Net charge   +3

The geometry in XYZ format:
```
122
C33H72F2N5O7S2Sr the ωB97M-V functional and the def2-TZVPD basis
Sr 0.715 0.008 -3.662
N 0.221 -0.792 -0.867
O 1.410 -0.859 -1.338
O 0.058 -0.621 0.308
O -0.722 -0.785 -1.711
C -3.921 0.320 -2.001
C -3.582 1.473 -1.081
C -3.384 2.825 -1.789
C -4.593 3.172 -2.655
N -4.625 4.601 -3.164
C -5.471 4.622 -4.420
C -5.071 5.887 -5.154
C -3.644 6.209 -4.656
C -3.303 5.118 -3.648
C -5.253 5.544 -2.141
C -4.586 5.592 -0.785
C -5.224 6.706 0.042
H -4.819 0.529 -2.592
H -4.015 -0.663 -1.553
H -3.197 0.255 -2.836
H -2.745 1.218 -0.423
H -4.356 1.665 -0.324
H -2.502 2.661 -2.438
H -3.055 3.592 -1.096
H -5.499 2.963 -2.087
H -4.508 2.597 -3.571
H -6.518 4.494 -4.157
H -5.195 3.772 -5.045
H -5.755 6.691 -4.888
H -5.096 5.758 -6.231
H -3.688 7.204 -4.217
H -2.964 6.297 -5.499
H -2.638 5.440 -2.853
H -2.849 4.244 -4.120
H -6.306 5.269 -2.140
H -5.193 6.524 -2.615
H -3.522 5.819 -0.864
H -4.691 4.644 -0.259
H -6.300 6.580 0.157
H -5.087 7.697 -0.397
H -4.754 6.771 1.021
C -1.689 3.722 1.560
C -0.824 2.710 2.303
C 0.671 2.951 2.151
C 1.397 1.662 2.509
N 2.842 1.596 2.109
C 3.357 0.174 2.281
C 3.924 -0.279 0.936
C 4.262 1.054 0.206
C 3.135 1.955 0.686
C 3.672 2.531 2.986
C 3.475 2.390 4.488
C 4.351 3.350 5.283
H -1.440 3.639 0.485
H -1.427 4.766 1.738
H -2.744 3.480 1.663
H -1.088 1.695 1.982
H -1.163 2.681 3.344
H 1.071 3.709 2.826
H 0.846 3.231 1.108
H 0.944 0.806 2.003
H 1.321 1.373 3.554
H 4.178 0.216 2.990
H 2.549 -0.454 2.653
H 4.898 -0.734 1.110
H 3.326 -0.937 0.318
H 5.279 1.281 0.514
H 4.199 0.927 -0.876
H 3.188 3.027 0.510
H 2.211 1.690 0.152
H 3.272 3.507 2.718
H 4.713 2.360 2.728
H 3.564 1.319 4.719
H 2.456 2.540 4.862
H 5.408 3.090 5.183
H 4.080 3.262 6.331
H 4.257 4.379 4.941
C 4.759 -7.579 -2.653
C 3.253 -7.483 -2.716
C 2.539 -7.190 -1.397
C 2.867 -5.781 -0.920
N 1.878 -5.200 0.032
C 2.325 -3.787 0.405
C 3.279 -3.976 1.608
C 3.097 -5.412 2.103
C 1.885 -5.907 1.362
C 0.453 -5.138 -0.494
C 0.348 -4.464 -1.864
C -1.086 -4.200 -2.314
H 5.285 -7.821 -3.573
H 5.094 -8.332 -1.933
H 5.185 -6.643 -2.274
H 2.775 -8.398 -3.087
H 2.910 -6.799 -3.504
H 2.714 -7.956 -0.640
H 1.466 -7.299 -1.590
H 2.979 -5.068 -1.737
H 3.856 -5.780 -0.459
H 1.447 -3.241 0.711
H 2.846 -3.367 -0.450
H 3.081 -3.224 2.372
H 4.286 -3.737 1.263
H 3.052 -5.449 3.183
H 3.936 -6.002 1.727
H 0.958 -5.661 1.885
H 1.793 -6.974 1.164
H -0.020 -4.506 0.251
H 0.122 -6.161 -0.634
H 0.805 -5.116 -2.616
H 0.957 -3.546 -1.886
H -1.049 -3.625 -3.242
H -1.789 -3.760 -1.607
H -1.514 -5.179 -2.550
N -1.309 -2.783 4.482
S -0.183 -3.564 5.341
O 0.739 -2.745 6.062
O 0.347 -4.738 4.716
F -1.162 -4.066 6.470
S -0.355 -2.215 3.301
O 0.103 -3.203 2.372
O 0.400 -1.026 3.573
F -1.596 -1.607 2.458
```

***

No. 3
This record from the OMol25 dataset describes 9 unconnected molecules or ions with the total composition C33H72O15S3 in a non-equilibrium geometry. The level of theory is the ωB97M-V functional and the def2-TZVPD basis.

Output
Structure (SMILES)   CCOS(C)(=O)=O.CCOS(C)(=O)=O.CCOS(C)(=O)=O.C1CCOC1.C1CCOC1.C1CCOC1.C1CCOC1.C1CCOC1.C1CCOC1
E_HOMO   -0.3388 Eh
Lowest unoccupied orbital energy   0.33 eV
Total energy   -98601.43683 eV
Energy above the lowest of the compared OMol25 structures with the same formula, charge and spin   192.21 kJ/mol

The geometry in XYZ format:
```
123
C33H72O15S3 the ωB97M-V functional and the def2-TZVPD basis
C -2.155 -5.420 2.779
C -1.814 -4.026 3.437
C -0.402 -4.309 3.922
O 0.078 -5.499 3.319
C -1.036 -6.367 3.150
H -2.295 -5.335 1.703
H -3.115 -5.714 3.212
H -2.569 -3.841 4.197
H -1.793 -3.160 2.779
H -0.498 -4.384 5.019
H 0.431 -3.620 3.784
H -1.226 -6.979 4.037
H -0.838 -7.049 2.325
C -3.916 0.285 6.060
C -3.252 -1.076 6.181
C -1.755 -0.681 6.156
O -1.680 0.659 5.689
C -2.940 1.037 5.151
H -3.967 0.843 6.995
H -4.890 0.260 5.566
H -3.524 -1.829 5.441
H -3.433 -1.595 7.125
H -1.163 -1.237 5.422
H -1.293 -0.755 7.141
H -3.010 0.615 4.135
H -3.008 2.105 4.954
C 4.497 -0.592 2.732
C 4.541 0.618 3.658
C 3.602 0.122 4.771
O 3.808 -1.289 4.830
C 4.628 -1.725 3.749
H 5.302 -0.636 1.993
H 3.574 -0.645 2.152
H 4.240 1.563 3.210
H 5.598 0.666 3.932
H 2.558 0.274 4.473
H 3.757 0.584 5.745
H 4.225 -2.627 3.291
H 5.654 -1.816 4.109
C 2.345 4.012 -5.614
C 1.795 4.712 -6.853
C 0.944 3.604 -7.543
O 0.821 2.575 -6.582
C 1.153 3.096 -5.308
H 2.544 4.862 -4.958
H 3.252 3.424 -5.736
H 2.531 4.983 -7.611
H 1.100 5.494 -6.559
H 1.321 3.196 -8.485
H -0.025 4.011 -7.868
H 1.336 2.403 -4.488
H 0.276 3.675 -4.978
C -4.495 -2.729 1.715
C -4.474 -1.284 2.177
C -4.449 -0.520 0.822
O -4.715 -1.484 -0.191
C -5.261 -2.641 0.408
H -4.926 -3.408 2.456
H -3.480 -3.099 1.572
H -3.628 -1.010 2.799
H -5.382 -1.091 2.754
H -3.430 -0.178 0.630
H -5.062 0.384 0.866
H -5.120 -3.461 -0.299
H -6.346 -2.605 0.582
C 4.946 0.166 -2.840
C 3.439 0.213 -3.000
C 3.103 -1.208 -2.592
O 3.942 -1.482 -1.465
C 5.112 -0.662 -1.547
H 5.354 1.176 -2.740
H 5.506 -0.281 -3.661
H 3.259 0.375 -4.066
H 2.952 0.986 -2.409
H 3.373 -1.913 -3.384
H 2.054 -1.322 -2.315
H 6.101 -1.118 -1.513
H 5.069 0.054 -0.718
O 0.926 4.095 0.140
S 1.471 4.831 1.251
O 2.112 6.096 0.998
O 0.314 5.162 2.338
C -0.480 4.028 2.719
C -1.900 4.390 3.079
C 2.660 3.875 2.214
H -0.037 3.584 3.613
H -0.496 3.284 1.923
H -1.973 5.012 3.968
H -2.465 3.460 3.140
H -2.429 4.917 2.278
H 2.939 4.513 3.048
H 3.520 3.823 1.546
H 2.345 2.879 2.512
O 0.398 0.929 2.435
S -0.289 -0.256 1.986
O -1.328 -0.846 2.796
O -0.890 0.010 0.529
C -0.075 0.792 -0.357
C -0.669 0.650 -1.743
C 0.917 -1.582 1.644
H 0.946 0.402 -0.349
H -0.038 1.868 -0.176
H -0.569 -0.341 -2.191
H -0.228 1.377 -2.429
H -1.743 0.843 -1.814
H 1.423 -1.763 2.597
H 1.694 -1.198 0.989
H 0.397 -2.506 1.411
O -0.453 -2.271 -7.067
S -1.535 -1.932 -7.956
O -2.613 -2.874 -8.158
O -2.197 -0.520 -7.526
C -1.417 0.317 -6.642
C -1.646 -0.097 -5.188
C -0.864 -1.413 -9.536
H -1.783 1.329 -6.796
H -0.376 0.281 -6.956
H -2.671 0.156 -4.906
H -1.052 0.533 -4.523
H -1.483 -1.153 -5.000
H -0.171 -0.578 -9.454
H -1.695 -1.222 -10.209
H -0.252 -2.214 -9.956
```

***

Number 1: frontier orbital gap 5.8 eV. Number 2: frontier orbital gap 3.9 eV. Number 3: frontier orbital gap 9.6 eV.